DFT (wB97M-V/def2-TZVPD) results for a structure of composition C57H56AuN2OP2.

Values from the calculation:
Largest force on an atom: 0.03197 Eh/bohr
HOMO level: -0.3747 Ha
Net charge: +1
Energy above the lowest of the compared OMol25 structures with the same formula, charge and spin: 137.5 kJ/mol
Molecular weight: 1044.0 Da

Structure (XYZ):
```
119
Properties=species:S:1:pos:R:3:forces:R:3
Au -0.0060 -0.2804 0.0476 0.22 -0.05 -0.03
C -5.0889 3.6961 3.0958 0.06 -0.01 0.03
C -3.6027 4.0478 3.2553 -0.01 0.03 0.01
C -3.2802 4.1429 4.7466 -0.03 0.02 -0.06
C -3.3197 5.4067 2.5979 0.00 -0.05 0.03
C -2.7692 2.9906 2.5494 -0.05 -0.02 -0.08
C -2.9506 2.7263 1.1944 0.09 -0.07 0.21
C -2.1754 1.7685 0.5810 0.46 0.52 0.65
N -1.2382 1.0627 1.2190 0.09 0.07 0.17
C -1.0482 1.2831 2.5284 -0.10 0.04 0.06
C -1.7973 2.2414 3.1978 0.02 0.01 0.05
C -0.0247 0.4700 3.2517 0.07 -0.06 0.05
C 0.1509 0.5707 4.6290 -0.01 0.00 0.03
C 1.1094 -0.1981 5.2759 0.01 -0.03 -0.06
C 1.8609 -1.0602 4.4782 -0.03 0.05 -0.02
C 1.6193 -1.1099 3.1201 0.07 -0.09 0.06
N 0.7024 -0.3629 2.5172 -0.07 0.09 0.03
C 1.3442 -0.1340 6.7783 0.02 -0.02 0.02
C 0.4510 0.9004 7.4622 0.04 -0.04 -0.02
C 1.0476 -1.5152 7.3791 0.00 0.05 -0.02
C 2.8120 0.2362 7.0351 -0.05 0.01 0.00
H -5.7014 4.4645 3.5662 -0.02 0.03 0.02
H -5.3146 2.7413 3.5714 -0.02 -0.04 0.01
H -5.3800 3.6313 2.0488 -0.02 0.01 -0.05
H -3.9272 4.8898 5.2047 -0.01 0.03 0.02
H -2.2487 4.4524 4.9200 0.04 0.00 0.01
H -3.4574 3.1965 5.2594 0.00 -0.03 0.02
H -3.9013 6.1838 3.0926 -0.03 0.04 0.01
H -3.5889 5.4052 1.5425 -0.01 0.01 -0.05
H -2.2636 5.6656 2.6804 0.03 0.02 0.00
H -3.6827 3.2565 0.6043 -0.07 0.04 -0.04
H -2.3103 1.5407 -0.4666 0.56 0.61 1.42
H -1.6196 2.4127 4.2454 0.02 -0.01 -0.01
H -0.4627 1.2389 5.2085 -0.01 0.02 0.01
H 2.6264 -1.6957 4.8991 0.02 -0.02 0.04
H 2.1852 -1.7805 2.4824 0.00 -0.03 -0.01
H -0.6070 0.6702 7.3328 -0.05 0.00 0.00
H 0.6431 1.9075 7.0902 -0.01 0.05 -0.02
H 0.6561 0.9000 8.5317 0.01 0.00 0.04
H 0.0058 -1.7927 7.2169 -0.04 -0.02 0.00
H 1.2338 -1.4995 8.4525 0.01 0.00 0.05
H 1.6774 -2.2873 6.9393 0.03 -0.04 -0.01
H 3.0650 1.1807 6.5531 0.02 0.04 -0.01
H 3.4916 -0.5297 6.6646 0.04 -0.02 -0.02
H 2.9830 0.3446 8.1058 0.01 -0.01 0.04
C 1.1525 -1.6373 -7.3722 -0.04 0.01 0.13
C 0.0068 -1.8714 -6.3674 -0.02 -0.04 -0.03
C -1.0640 -2.7816 -6.9975 0.00 0.08 0.07
C 0.5627 -2.5444 -5.1238 0.03 -0.04 -0.22
C 1.1449 -3.8042 -5.2279 0.00 0.09 0.16
C 1.7060 -4.4387 -4.1349 -0.04 0.10 0.00
C 1.6956 -3.7955 -2.9113 -0.10 -0.05 -0.01
C 1.1241 -2.5326 -2.7634 0.01 -0.22 0.35
P 1.3145 -1.7378 -1.1283 0.52 0.05 0.39
C 1.4022 -3.1468 0.0325 0.01 -0.02 -0.12
C 0.1991 -3.6640 0.5085 0.01 -0.03 0.01
C 0.1966 -4.7288 1.3931 -0.01 -0.01 0.02
C 1.3978 -5.2746 1.8254 0.02 0.00 -0.01
C 2.5994 -4.7501 1.3734 -0.01 -0.02 0.06
C 2.6036 -3.6905 0.4778 0.00 0.04 -0.07
C 3.0231 -1.1081 -1.1396 -0.01 0.05 -0.04
C 3.4119 -0.2891 -0.0791 -0.03 -0.12 0.09
C 4.7104 0.1802 0.0063 0.04 -0.08 0.01
C 5.6308 -0.1424 -0.9825 -0.02 -0.01 0.01
C 5.2457 -0.9373 -2.0504 0.04 0.01 -0.03
C 3.9484 -1.4250 -2.1284 -0.08 0.03 -0.06
C 0.5453 -1.9274 -3.8790 0.12 -0.05 -0.16
O -0.0021 -0.7009 -3.6812 0.22 0.33 0.03
C -0.6102 -0.0299 -4.7163 -0.17 0.06 -0.26
C -1.2335 1.1820 -4.3958 0.01 0.10 0.13
C -1.8472 1.8881 -5.4240 0.06 0.06 -0.02
C -1.8425 1.4236 -6.7311 0.01 0.00 0.05
C -1.2376 0.2173 -7.0064 0.00 0.04 0.07
C -0.6213 -0.5356 -6.0073 0.05 -0.09 -0.02
P -1.5071 1.9431 -2.7437 0.13 0.01 -0.70
C -2.4537 0.5982 -1.9144 -0.27 -0.65 -1.16
C -3.7346 1.0108 -1.5366 -0.95 -0.76 -0.83
C -4.6432 0.1211 -0.9809 0.06 0.24 -0.12
C -4.2874 -1.2068 -0.8015 0.21 -0.14 0.02
C -3.0234 -1.6334 -1.1883 -0.38 -0.08 0.19
C -2.1154 -0.7420 -1.7347 0.21 -0.11 -0.31
C 0.1346 2.2912 -1.9870 -0.21 0.16 0.17
C 0.0843 3.4474 -1.1997 -0.07 -0.02 0.12
C 1.2210 3.9901 -0.6230 -0.02 -0.01 0.03
C 2.4552 3.4094 -0.8642 -0.04 -0.05 -0.02
C 2.5313 2.2882 -1.6762 -0.07 0.01 -0.05
C 1.3854 1.7240 -2.2196 0.03 -0.01 -0.19
H 1.6628 -2.5698 -7.6078 0.00 -0.05 -0.02
H 1.8834 -0.9405 -6.9609 0.03 0.00 0.00
H 0.7699 -1.2197 -8.3019 -0.03 0.02 -0.04
H -0.6440 -3.7415 -7.2902 0.05 -0.05 -0.02
H -1.4859 -2.3219 -7.8889 -0.01 0.01 -0.04
H -1.8747 -2.9617 -6.2914 -0.02 -0.01 0.01
H 1.1638 -4.2967 -6.1880 0.00 -0.03 -0.10
H 2.1546 -5.4166 -4.2329 0.00 -0.03 -0.01
H 2.1358 -4.2869 -2.0580 0.05 -0.03 0.10
H -0.7396 -3.2224 0.1943 -0.02 0.00 -0.02
H -0.7417 -5.1290 1.7513 -0.03 -0.01 0.01
H 1.3965 -6.1071 2.5146 0.00 -0.02 0.04
H 3.5371 -5.1653 1.7181 0.01 -0.01 -0.01
H 3.5448 -3.2857 0.1295 0.04 0.01 -0.02
H 2.6862 -0.0086 0.6776 0.02 0.00 -0.02
H 5.0011 0.8075 0.8371 0.01 0.04 0.04
H 6.6432 0.2316 -0.9251 0.04 0.02 0.01
H 5.9567 -1.1847 -2.8265 0.02 0.00 -0.03
H 3.6604 -2.0411 -2.9701 0.01 -0.02 0.00
H -2.3387 2.8202 -5.1807 -0.02 0.04 -0.02
H -2.3126 1.9935 -7.5195 -0.03 0.02 -0.01
H -1.2421 -0.1566 -8.0207 0.01 -0.02 -0.04
H -4.0225 2.0437 -1.6886 0.02 0.06 0.00
H -5.6289 0.4644 -0.6986 -0.04 0.02 0.02
H -4.9907 -1.9082 -0.3729 -0.02 -0.01 -0.01
H -2.7479 -2.6737 -1.0790 0.01 -0.07 0.02
H -1.1398 -1.1087 -2.0424 -0.74 0.20 -0.03
H -0.8704 3.9393 -1.0525 0.01 0.02 0.00
H 1.1430 4.8831 -0.0181 0.00 0.03 0.03
H 3.3529 3.8380 -0.4406 0.05 0.02 0.00
H 3.4913 1.8466 -1.8934 0.09 -0.06 -0.05
H 1.4870 0.8603 -2.8588 -0.06 -0.06 -0.04
```
Positions in Å, forces in eV/Å.